Below is 2 unconnected molecules or ions with the total composition CHFIPS at a distorted geometry, with properties calculated with ωB97M-V/def2-TZVPD.

Output
HOMO-LUMO gap (alpha / beta), eV: 7.599 / 7.301
2S+1: 1
ΔE to the lowest compared entry with this formula, charge and spin, kcal/mol: 83.5
HOMO (alpha / beta), eV: -9.0 / -9.7

Last column: Mulliken charge in e.
Element x y z (Å)
I (3.010, -1.477, 0.120)  0.0227
S (1.950, 3.372, -0.164)  -0.1961
P (2.274, 0.480, -1.098)  0.0447
F (2.776, 1.506, 1.368)  -0.1619
C (2.421, 1.878, 0.119)  0.2502
H (0.156, 0.438, 0.107)  0.0404

Below is a single CHFN2O molecule at a distorted geometry, with properties calculated with ωB97M-V/def2-TZVPD.

Output
HOMO-LUMO gap, eV: 9.688
2S+1: 1
SMILES: O=N/N=C\F
ΔE to the lowest compared entry with this formula, charge and spin, kcal/mol: 44.9
HOMO, eV: -10.2

Last column: Mulliken charge in e.
Element x y z (Å)
F (-0.922, 1.397, -0.135)  -0.2218
O (2.114, -0.272, 0.433)  -0.2326
N (1.421, -0.203, -0.531)  0.1927
N (0.006, -0.740, -0.209)  -0.1699
C (-0.842, 0.064, 0.091)  0.0987
H (-1.777, -0.246, 0.350)  0.3329

Below is a molecular structure, CHFS2 at a distorted geometry, with properties calculated with ωB97M-V/def2-TZVPD.

Output
HOMO-LUMO gap (alpha / beta), eV: 7.230 / 7.097
2S+1: 1
ΔE to the lowest compared entry with this formula, charge and spin, kcal/mol: 68.5
HOMO (alpha / beta), eV: -9.7 / -9.7

Last column: Mulliken charge in e.
Element x y z (Å)
S (0.666, 0.616, 0.041)  -0.1793
S (-0.253, 3.190, 0.740)  -0.0733
F (-0.564, -1.600, 0.664)  -0.1408
C (0.084, -0.876, -0.229)  0.1210
H (0.068, -1.329, -1.216)  0.2723

Below is a molecular structure, CHI2PS at a distorted geometry, with properties calculated with ωB97M-V/def2-TZVPD.

Output
HOMO-LUMO gap (alpha / beta), eV: 7.683 / 5.776
2S+1: 1
ΔE to the lowest compared entry with this formula, charge and spin, kcal/mol: 55.7
HOMO (alpha / beta), eV: -8.9 / -7.4

Last column: Mulliken charge in e.
Element x y z (Å)
I (-0.105, 2.489, 0.138)  0.1188
I (2.245, -0.143, 0.618)  0.1500
S (6.326, 1.232, -0.380)  -0.1611
P (5.221, -0.290, -0.667)  0.0956
C (0.431, 0.493, -0.241)  -0.5499
H (-0.366, -0.188, 0.008)  0.3467

Q: Look up the ΔE to the lowest compared entry with this formula, charge and spin of the third one.
A: 68.5 kcal/mol

Copy entry 1 word for word.
Below is 2 unconnected molecules or ions with the total composition CHFIPS at a distorted geometry, with properties calculated with ωB97M-V/def2-TZVPD.

Output
HOMO-LUMO gap (alpha / beta), eV: 7.599 / 7.301
2S+1: 1
ΔE to the lowest compared entry with this formula, charge and spin, kcal/mol: 83.5
HOMO (alpha / beta), eV: -9.0 / -9.7

Last column: Mulliken charge in e.
Element x y z (Å)
I (3.010, -1.477, 0.120)  0.0227
S (1.950, 3.372, -0.164)  -0.1961
P (2.274, 0.480, -1.098)  0.0447
F (2.776, 1.506, 1.368)  -0.1619
C (2.421, 1.878, 0.119)  0.2502
H (0.156, 0.438, 0.107)  0.0404